C21H30F3N3O2 | the ωB97M-V functional and the def2-TZVPD basis

```
59
Properties=species:S:1:pos:R:3:forces:R:3
C 4.6303 -0.2396 4.2372 -0.091 0.228 0.054
C 3.2970 -0.2503 4.9569 0.562 -0.331 -0.171
O 2.7567 0.7540 5.3752 -0.238 0.345 0.163
N 2.7752 -1.4896 5.1079 -0.084 -0.340 0.052
H 3.1712 -2.2398 4.5647 0.025 0.099 0.007
C 1.4300 -1.7042 5.6079 -0.168 0.241 -0.012
H 1.3757 -1.3372 6.6366 -0.062 -0.109 -0.080
H 1.2423 -2.7773 5.5922 0.033 0.100 0.036
C 0.3892 -0.9657 4.7528 0.212 -0.162 0.007
C 0.6808 -1.2459 3.2861 -0.172 0.269 0.319
O 0.9456 -2.3767 2.9059 0.027 -0.437 -0.003
N 0.6697 -0.2001 2.4321 0.109 0.008 -0.262
C 0.4098 1.1680 2.8257 -0.026 0.281 0.337
H 1.1578 1.5191 3.5419 -0.076 0.055 -0.029
H 0.4581 1.8004 1.9431 -0.044 -0.017 -0.003
H -0.5831 1.2748 3.2678 0.018 0.083 -0.031
C 0.9821 -0.4775 1.0415 -0.130 -0.510 -0.222
H 1.3644 0.4315 0.5746 0.005 0.031 0.019
H 1.7637 -1.2435 1.0235 -0.024 0.141 -0.065
C -0.2226 -1.0052 0.2514 0.261 0.302 -0.093
C -1.3705 0.0013 0.2174 -0.132 -0.345 0.035
C -2.5030 -0.5095 -0.6698 0.065 0.263 0.109
N -2.0127 -0.7524 -2.0107 -0.108 -0.284 0.090
C -3.0591 -0.9201 -2.9955 -0.175 0.169 -0.018
H -2.6872 -1.5584 -3.8005 -0.029 -0.015 0.036
C -3.4460 0.4446 -3.6040 0.153 -0.334 0.045
C -2.2170 1.0784 -4.1768 -0.080 0.171 -0.044
C -1.3348 1.7381 -3.3316 0.191 0.142 -0.233
C -0.1357 2.2317 -3.8235 0.048 0.019 0.061
C 0.1925 2.0988 -5.1656 -0.013 -0.007 0.113
C -0.6947 1.4552 -6.0100 0.105 0.022 -0.074
C -1.8831 0.9429 -5.5180 -0.021 0.035 0.094
H -2.5606 0.4303 -6.1857 -0.091 -0.063 -0.069
H -0.4522 1.3471 -7.0561 0.014 -0.015 -0.100
H 1.1265 2.4894 -5.5385 0.071 0.023 -0.025
C 0.7921 2.9419 -2.8827 0.128 0.275 0.186
F 0.8415 2.3640 -1.6656 -0.142 -0.236 0.121
F 0.4179 4.2191 -2.6603 -0.151 0.073 -0.091
F 2.0586 2.9955 -3.3198 0.081 -0.094 -0.257
H -1.5790 1.8546 -2.2888 -0.019 0.020 0.117
H -4.2012 0.2885 -4.3747 -0.077 0.067 0.016
H -3.8662 1.0806 -2.8248 -0.097 0.035 -0.001
H -3.9572 -1.3982 -2.5737 0.071 -0.066 -0.035
C -1.0000 -1.7863 -2.0047 0.316 0.061 -0.080
C 0.1970 -1.3170 -1.1839 -0.226 -0.265 0.148
H 0.9696 -2.0870 -1.1924 0.087 -0.022 0.000
H 0.6014 -0.4132 -1.6427 0.075 0.052 -0.079
H -0.6842 -1.9693 -3.0350 -0.053 -0.046 0.035
H -1.3844 -2.7348 -1.5858 0.009 -0.010 -0.058
H -3.2982 0.2386 -0.7170 -0.050 -0.041 0.024
H -2.9292 -1.4296 -0.2264 -0.042 0.052 -0.035
H -1.7565 0.1759 1.2226 0.002 0.069 0.071
H -0.9999 0.9461 -0.1832 -0.004 0.148 -0.010
H -0.5644 -1.9261 0.7348 0.013 -0.007 0.007
H -0.6077 -1.3403 4.9914 -0.048 0.021 -0.036
H 0.4391 0.0931 4.9830 -0.093 -0.031 0.016
H 5.0470 0.7629 4.2641 -0.020 0.006 0.008
H 5.3215 -0.9337 4.7087 0.071 -0.072 -0.008
H 4.4862 -0.5379 3.2004 0.032 -0.049 -0.101
```
Positions in Å, forces in eV/Å.

Computed properties:
Gap between HOMO and LUMO, eV: 9.28
Structure (SMILES): CC(=O)NCCC(=O)N(C)CC1CCN(CCc2cccc(C(F)(F)F)c2)CC1
Multiplicity: 1
HOMO energy, eV: -8.54
Relative energy (zero: lowest compared OMol25 entry of this formula, charge and spin), kcal/mol: 0.0